# 1
The following is a DFT calculation (ωB97M-V/def2-TZVPD) of 11 unconnected molecules or ions with the total composition C26H74O11 at a distorted geometry.

Values from the calculation:
- relative energy (zero: lowest compared OMol25 entry of this formula, charge and spin) (kcal per mole) = 2.1
- 2S+1 = 2
- LUMO level (alpha / beta) (eV) = -2.5966 / -9.3493
- frontier orbital gap (alpha / beta) (eV) = 9.3296 / 2.5769
- charge = +1
- HOMO energy (alpha / beta) (eV) = -11.9 / -11.9
- <S²> = 0.75

Element x y z (Å)
1 C 11.499030 10.550990 0.508680
2 C 11.090710 11.727430 1.356270
3 O 12.092550 11.917390 2.322450
4 H 10.767010 10.172190 -0.204590
5 H 11.830750 9.698710 1.101710
6 H 12.303450 10.927210 -0.123360
7 H 10.129740 11.435810 1.780050
8 H 10.896210 12.647330 0.804850
9 H 12.835790 12.174830 1.772070
10 C 6.080690 9.762390 -6.884820
11 C 7.377130 10.037220 -6.104880
12 O 7.155590 10.124330 -4.701510
13 H 5.299760 10.517090 -6.791730
14 H 5.650990 8.786860 -6.657240
15 H 6.282050 9.857840 -7.951800
16 H 7.838630 10.990050 -6.364200
17 H 8.172200 9.384460 -6.465260
18 H 7.909850 10.600190 -4.346190
19 C 14.000970 10.988690 -7.656870
20 C 14.113590 9.495070 -7.676110
21 O 15.387760 9.065430 -8.000200
22 H 14.660320 11.317150 -6.853460
23 H 12.986470 11.250780 -7.356550
24 H 14.319740 11.399800 -8.614720
25 H 13.324320 9.084630 -8.305940
26 H 13.925270 9.236900 -6.634010
27 H 15.997370 9.439150 -7.359650
28 C 4.425470 13.215390 -2.328770
29 C 5.573550 12.305280 -1.990650
30 O 5.478130 12.082290 -0.586850
31 H 4.742250 14.253860 -2.232210
32 H 3.571770 13.107900 -1.659640
33 H 4.104810 13.228030 -3.370460
34 H 6.390870 12.890390 -2.412240
35 H 5.438140 11.429260 -2.624960
36 H 4.625160 11.720060 -0.336150
37 C 10.877750 16.008190 -0.871080
38 C 11.979330 15.051290 -0.869610
39 O 13.030370 15.692760 -1.574090
40 H 11.170390 16.881140 -0.287630
41 H 9.960550 15.642370 -0.409540
42 H 10.666950 16.299720 -1.900000
43 H 11.843390 14.107270 -1.397290
44 H 12.414590 14.933830 0.122780
45 H 13.603940 16.065800 -0.900690
46 C 10.840750 11.530170 -4.947840
47 C 10.499550 11.578450 -3.480010
48 O 9.078020 11.670660 -3.383410
49 H 10.569870 12.444540 -5.475710
50 H 10.443240 10.701370 -5.533670
51 H 11.917600 11.436140 -5.088030
52 H 10.962190 12.485460 -3.090900
53 H 10.904130 10.651500 -3.073590
54 H 8.833760 11.260350 -2.550600
55 C 11.397530 12.965150 -10.231020
56 C 11.596500 13.945110 -9.100500
57 O 10.844530 15.147220 -9.355000
58 H 10.503660 12.413850 -9.939220
59 H 12.306980 12.365140 -10.199650
60 H 11.189120 13.514250 -11.149250
61 H 12.592200 14.237460 -8.767010
62 H 11.232420 13.507780 -8.170830
63 H 9.899350 15.014070 -9.457500
64 C 8.508650 8.393360 -2.202850
65 C 7.408410 9.304850 -1.546060
66 C 7.084890 8.579520 -0.168120
67 O 7.987580 10.540810 -1.097840
68 H 9.451710 8.262940 -1.672080
69 H 8.682770 8.708610 -3.231640
70 H 8.104860 7.397490 -2.385300
71 H 6.475140 9.467860 -2.085070
72 H 6.466680 7.683060 -0.215800
73 H 6.665030 9.318000 0.514870
74 H 8.057470 8.431120 0.301100
75 H 7.276810 10.906260 -0.566010
76 C 7.395800 13.833190 -7.838430
77 C 7.386520 14.905430 -6.757370
78 C 8.772110 15.324130 -6.329710
79 O 6.625630 15.965760 -7.338340
80 H 6.462250 13.835200 -8.401080
81 H 7.460080 12.809970 -7.468310
82 H 8.111650 13.778250 -8.658590
83 H 6.937050 14.461250 -5.869240
84 H 9.207320 16.008070 -7.058360
85 H 9.468590 14.487020 -6.282190
86 H 8.736980 15.796230 -5.347880
87 H 7.018700 16.162240 -8.191860
88 C 9.639010 5.867400 -5.270240
89 C 11.075680 6.314920 -4.995900
90 C 11.344880 7.817110 -5.202150
91 O 11.354920 6.022700 -3.665240
92 H 8.962490 6.541500 -4.744860
93 H 9.418560 4.830520 -5.016500
94 H 9.454830 6.033730 -6.331610
95 H 11.768580 5.716190 -5.587100
96 H 10.987410 8.028640 -6.209910
97 H 12.399320 8.068540 -5.087980
98 H 10.749180 8.286290 -4.419140
99 H 11.456670 5.074890 -3.551700
100 C 15.013370 12.388530 -1.220300
101 C 15.830630 11.621350 -2.320380
102 C 14.802790 10.664530 -2.979510
103 O 16.371610 12.352850 -3.462310
104 H 15.629680 13.030950 -0.591370
105 H 14.606380 11.725150 -0.457160
106 H 14.132200 12.868990 -1.645510
107 H 16.642470 11.002540 -1.938170
108 H 14.209020 10.164720 -2.214180
109 H 15.315880 9.968650 -3.643280
110 H 14.062220 11.186420 -3.585550
111 H 15.827130 13.140020 -3.388100

Forces on the atoms, in the same order (eV/Å):
C 0.420 0.139 -1.328
C -1.233 -1.097 -0.006
O -0.160 0.459 0.173
H -0.459 0.223 0.133
H 0.091 0.253 0.144
H 0.530 -0.454 -0.099
H 0.128 0.376 0.839
H 0.110 0.020 -0.344
H 0.547 0.097 0.418
C 0.294 0.184 -0.090
C -2.985 0.558 0.354
O -0.854 -1.357 -2.859
H 0.164 0.158 0.837
H 0.142 0.005 -0.089
H 0.442 -0.536 -0.049
H 0.407 0.807 -0.060
H 0.703 -0.722 0.625
H 2.266 1.404 1.715
C 0.260 0.162 0.113
C -0.757 0.549 1.237
O 0.596 -0.650 -0.912
H 0.131 0.494 -0.125
H -0.103 0.333 -0.313
H -0.237 0.316 0.091
H 0.485 -0.496 -0.240
H -0.514 -0.682 0.162
H 0.136 0.019 0.011
C -0.724 1.689 -0.587
C -2.356 0.671 -0.856
O 2.208 -0.350 -0.101
H 0.028 0.124 0.505
H -0.126 -0.271 -0.236
H -0.153 -0.648 -0.097
H 1.037 -0.618 1.263
H 0.364 -0.691 0.425
H -0.187 0.038 -0.394
C -1.802 0.548 0.291
C 1.851 -0.027 0.123
O 1.155 0.159 -0.629
H 0.006 0.136 -0.207
H -0.117 -0.183 -0.035
H -0.086 0.144 0.069
H -0.506 -0.175 0.349
H -0.712 -0.870 0.370
H 0.214 0.194 -0.326
C 0.722 0.446 -0.900
C 0.165 -0.115 -1.719
O -0.276 -0.595 -0.634
H -0.174 0.158 0.113
H -0.370 -0.321 0.363
H 0.165 0.049 0.162
H -0.004 -0.228 0.517
H -0.204 0.161 0.733
H -0.589 0.078 1.123
C 0.407 0.333 1.029
C -1.496 1.004 0.807
O 0.825 0.555 0.309
H 0.109 -0.488 -0.465
H -0.342 -0.518 -0.802
H 0.501 -0.295 -0.114
H 0.234 0.249 -1.027
H -0.348 -0.321 0.247
H 0.099 -0.538 0.045
C -1.649 0.602 -1.000
C 1.420 -2.271 3.002
C 0.330 1.059 -0.639
O 0.136 -0.339 -1.288
H -0.221 0.471 0.194
H 0.563 0.383 -0.237
H -0.197 -0.117 0.418
H 0.268 -0.078 -0.551
H 0.191 0.051 -0.054
H -0.696 -0.069 -0.091
H 0.022 -0.652 -0.126
H -0.146 0.882 0.314
C -0.521 -1.620 -0.729
C 0.680 -0.531 -1.570
C 0.410 0.384 -0.017
O -0.197 0.136 1.352
H -0.358 0.161 0.333
H 0.051 -0.239 0.560
H 0.742 0.935 0.259
H -0.877 0.499 -0.158
H 0.003 0.155 0.048
H -0.123 -0.226 0.125
H 0.122 0.165 -0.110
H 0.103 0.128 -0.067
C 0.218 1.143 -0.936
C 0.147 -0.622 -0.211
C -0.691 -1.430 0.038
O 0.515 0.210 1.684
H -0.148 -0.122 0.302
H 0.221 0.106 0.047
H -0.251 -0.293 -0.220
H 0.002 0.117 -0.570
H 0.076 0.551 0.013
H -0.140 -0.062 -0.031
H 0.000 0.514 -0.146
H -0.005 -0.046 0.024
C 1.230 -0.213 -0.085
C -1.760 -1.253 -1.017
C 0.132 -0.147 0.421
O -0.529 0.465 1.936
H -0.009 0.623 -0.492
H 0.106 -0.697 -0.342
H 0.257 0.469 -0.152
H 0.000 0.340 0.359
H 0.203 -0.508 0.012
H -0.102 -0.185 0.155
H 0.160 0.484 -0.088
H 0.242 0.637 -0.726

---

# 2
The following is a DFT calculation (ωB97M-V/def2-TZVPD) of 12 unconnected molecules or ions with the total composition C26H76N10O12 at a distorted geometry.

Values from the calculation:
- relative energy (zero: lowest compared OMol25 entry of this formula, charge and spin) (kcal per mole) = 0.0
- LUMO level (eV) = -0.0944
- frontier orbital gap (eV) = 9.5035
- SMILES = NC(N)=O.NC(N)=O.NC(N)=O.NC(N)=O.NC(N)=O.CC(C)O.CC(C)O.CC(C)O.CC(C)O.CC(C)O.CC(C)O.CC(C)O
- HOMO energy (eV) = -9.6

Element x y z (Å)
1 C -14.245748 -16.225074 11.795102
2 O -13.304892 -16.264988 10.986985
3 N -14.111765 -16.037059 13.121717
4 N -15.526526 -16.190835 11.320638
5 H -13.195892 -15.981702 13.528301
6 H -14.886549 -16.198997 13.741004
7 H -15.622593 -16.430578 10.341609
8 H -16.266277 -16.203326 11.997241
9 C -16.972482 -17.851081 8.114462
10 O -16.826937 -16.760744 8.672262
11 N -18.182256 -18.275077 7.654521
12 N -15.974539 -18.773331 7.975075
13 H -18.221769 -19.251920 7.437383
14 H -18.953634 -17.632635 7.626168
15 H -15.054987 -18.663865 8.391517
16 H -16.102537 -19.660851 7.521941
17 C -22.194407 -19.062309 14.136060
18 O -23.055780 -18.581007 14.891434
19 N -22.512886 -19.672717 12.969021
20 N -20.879792 -18.918880 14.414874
21 H -21.802668 -20.162757 12.454307
22 H -23.432930 -19.558043 12.591545
23 H -20.598525 -18.397910 15.220522
24 H -20.240452 -19.282981 13.722631
25 C -15.376016 -22.956973 8.945454
26 O -15.033600 -22.750117 7.775780
27 N -16.654440 -23.276740 9.287409
28 N -14.503763 -23.105081 9.980406
29 H -17.427467 -23.252453 8.651600
30 H -16.871400 -23.132879 10.262860
31 H -13.530455 -22.934979 9.807602
32 H -14.898459 -23.157038 10.907786
33 C -20.151378 -23.378438 12.954125
34 O -18.931528 -23.312480 12.770826
35 N -20.876177 -24.474973 12.572961
36 N -20.896550 -22.420230 13.584041
37 H -21.815817 -24.295774 12.256031
38 H -20.378714 -25.176487 12.050976
39 H -21.785300 -22.803070 13.853419
40 H -20.437333 -21.641146 14.020326
41 C -21.854179 -15.495061 12.551440
42 C -21.798848 -15.087625 14.024242
43 C -21.756594 -13.608837 14.255138
44 O -22.997549 -15.581979 14.614393
45 H -21.768611 -16.572862 12.382410
46 H -20.999981 -15.114736 11.976776
47 H -22.775159 -15.134711 12.093356
48 H -20.904291 -15.555980 14.460529
49 H -22.610559 -13.088025 13.819911
50 H -20.797814 -13.208563 13.921831
51 H -21.833525 -13.388919 15.322816
52 H -22.967840 -16.547509 14.657292
53 C -11.676664 -19.520464 10.653234
54 C -12.961247 -19.544650 9.829730
55 C -14.189645 -19.916247 10.651550
56 O -13.107451 -18.288397 9.142564
57 H -11.699505 -20.362806 11.354518
58 H -11.542232 -18.588647 11.198257
59 H -10.782582 -19.747574 10.071458
60 H -12.995282 -20.220944 8.969948
61 H -15.135032 -20.047540 10.127433
62 H -14.402285 -19.095668 11.351123
63 H -13.973867 -20.819288 11.226739
64 H -13.125590 -17.561878 9.803381
65 C -19.689753 -15.016112 9.363949
66 C -21.089272 -15.407823 8.935966
67 C -21.839238 -14.366486 8.141610
68 O -21.073445 -16.628308 8.126786
69 H -19.147455 -15.735850 9.973284
70 H -19.811500 -14.191155 10.079103
71 H -19.068214 -14.630046 8.558032
72 H -21.756689 -15.695812 9.750550
73 H -22.053944 -13.543756 8.834172
74 H -22.805988 -14.685562 7.757432
75 H -21.260268 -13.931295 7.322192
76 H -20.853620 -16.346426 7.230741
77 C -15.749235 -24.890613 14.079646
78 C -15.407443 -23.419196 13.726561
79 C -13.938422 -23.270484 13.399974
80 O -16.213350 -23.136435 12.582680
81 H -15.092570 -25.254702 14.879859
82 H -15.565695 -25.605740 13.281417
83 H -16.754029 -24.873274 14.500983
84 H -15.588867 -22.775182 14.593071
85 H -13.664009 -22.211464 13.363433
86 H -13.716890 -23.748448 12.448275
87 H -13.310234 -23.668222 14.196293
88 H -17.173471 -23.231917 12.757336
89 C -17.850931 -20.519106 10.832451
90 C -18.033089 -19.307335 11.722471
91 C -19.116714 -18.354026 11.297397
92 O -18.534724 -19.872115 12.977759
93 H -16.900740 -21.004007 11.053221
94 H -17.722391 -20.189937 9.792778
95 H -18.744562 -21.138421 10.816577
96 H -17.151606 -18.687238 11.906500
97 H -20.099759 -18.836608 11.240281
98 H -18.914567 -17.844502 10.353831
99 H -19.340901 -17.549133 12.006090
100 H -18.017533 -20.659416 13.191390
101 C -15.548999 -20.064933 14.385226
102 C -14.104398 -20.093345 14.896134
103 C -13.142369 -19.703596 13.785511
104 O -14.020339 -19.078839 15.902782
105 H -16.286727 -20.306037 15.158104
106 H -15.792303 -20.845837 13.657918
107 H -15.744466 -19.059449 14.010300
108 H -13.923866 -21.094289 15.301097
109 H -12.095072 -19.773925 14.087473
110 H -13.341509 -18.690970 13.428226
111 H -13.271628 -20.336349 12.903768
112 H -13.163320 -18.652934 15.823395
113 C -16.611002 -16.868425 16.132573
114 C -17.502526 -16.216395 15.083382
115 C -17.096393 -14.779959 14.826226
116 O -17.360844 -16.933656 13.817938
117 H -16.644070 -16.366514 17.100236
118 H -15.577873 -16.949983 15.796752
119 H -16.949694 -17.892608 16.309778
120 H -18.568448 -16.319671 15.306407
121 H -17.337463 -14.455929 13.811584
122 H -16.009806 -14.635456 14.840873
123 H -17.452173 -14.054439 15.558269
124 H -18.105132 -17.542589 13.884410

Forces on the atoms, in the same order (eV/Å):
C -0.519 0.914 -2.119
O 0.192 -0.337 1.066
N 0.293 -0.145 0.955
N 1.054 -0.373 0.628
H 0.066 -0.083 -0.185
H -0.059 -0.014 -0.050
H -0.605 0.087 -0.015
H -0.559 -0.182 -0.250
C 0.419 0.119 0.728
O 0.131 -0.344 -0.285
N 0.630 -0.127 -0.137
N 0.270 -0.141 0.109
H -0.742 0.076 -0.327
H -0.249 -0.255 0.206
H -0.085 0.666 -0.031
H -0.232 0.032 -0.162
C -1.427 1.659 1.464
O 0.453 -0.348 -0.807
N 0.472 -0.436 -0.142
N 0.099 -0.966 -0.958
H -0.151 0.056 -0.252
H -0.112 -0.079 0.122
H -0.010 -0.068 0.153
H 0.739 0.345 0.388
C 0.612 -0.875 -2.032
O -0.171 0.270 1.014
N -0.568 0.203 1.222
N -0.307 0.182 -0.020
H 0.298 0.285 -0.378
H -0.304 -0.296 -0.050
H -0.051 0.161 0.083
H 0.338 -0.010 0.072
C 1.232 0.226 0.104
O -0.775 0.194 0.243
N -0.341 0.003 -0.197
N 0.192 -1.115 -0.964
H -0.048 -0.205 0.055
H 0.119 0.113 -0.050
H -0.200 0.870 0.639
H -0.153 0.004 0.228
C 0.856 0.271 -0.526
C -0.719 -1.071 -0.700
C 0.125 0.441 0.547
O 0.242 0.204 0.521
H -0.336 -0.106 0.416
H -0.086 0.329 0.130
H -0.028 0.011 0.034
H -0.069 0.029 0.232
H 0.160 -0.087 -0.401
H -0.175 0.191 -0.245
H 0.112 -0.211 0.049
H -0.099 -0.161 0.064
C 0.058 -1.441 -0.054
C -0.545 0.768 -1.137
C -0.080 0.796 0.932
O -0.418 -0.171 0.350
H -0.042 0.224 0.241
H -0.159 0.059 -0.027
H -0.090 0.487 -0.337
H 0.836 -0.455 0.283
H 0.344 -0.161 -0.525
H 0.113 -0.170 0.135
H -0.247 0.048 -0.129
H -0.050 -0.049 -0.170
C -0.537 1.023 1.080
C -0.478 -1.425 -1.148
C 0.079 1.311 0.566
O 0.477 0.101 0.060
H -0.087 -0.458 -0.519
H 0.018 0.241 -0.210
H 0.002 -0.293 -0.154
H 0.467 0.069 0.354
H 0.003 0.134 -0.197
H 0.102 -0.405 0.061
H 0.117 -0.183 -0.016
H -0.083 -0.061 -0.012
C 0.820 0.710 1.398
C -0.078 -2.185 -0.070
C -0.014 0.749 -0.186
O 0.225 1.144 -0.171
H -0.087 0.223 0.156
H -0.494 0.318 -0.418
H -0.197 -0.539 -0.398
H -0.548 0.008 -0.124
H -0.084 -0.212 -0.391
H 0.260 -0.136 0.079
H -0.136 -0.342 -0.044
H 0.479 -0.105 0.186
C 0.733 1.338 -1.489
C -1.183 -0.422 0.697
C -1.100 0.522 -0.244
O 0.271 0.477 0.405
H -0.358 -0.518 0.373
H 0.024 0.098 0.057
H 0.155 -0.278 0.447
H 0.390 -0.556 -0.028
H 0.181 -0.351 -0.419
H 0.136 -0.319 -0.073
H 0.608 -0.039 0.248
H 0.048 0.066 -0.064
C -0.249 -0.226 0.239
C -0.681 0.667 -0.616
C 0.035 -0.641 -0.419
O -0.140 -0.291 0.411
H 0.286 0.420 0.440
H 0.591 0.325 -0.486
H -0.248 -0.127 -0.197
H 0.433 0.159 0.196
H 0.006 0.008 0.133
H -0.080 0.055 0.222
H 0.163 0.109 0.420
H 0.090 -0.076 0.094
C -0.627 -0.557 0.131
C 0.684 0.167 -0.483
C 0.599 0.644 -0.334
O -0.261 0.150 0.705
H 0.002 0.230 -0.103
H -0.009 0.153 -0.055
H 0.079 -0.025 -0.006
H 0.088 0.411 0.506
H -0.580 -0.012 0.152
H 0.062 -0.418 0.217
H -0.362 -0.186 -0.024
H 0.351 -0.486 -0.684

---

Question: Look up the relative energy (zero: lowest compared OMol25 entry of this formula, charge and spin) of the first one.
Answer: 2.1 kcal per mole

---

Question: Among the records above, which one has the lowest relative energy (zero: lowest compared OMol25 entry of this formula, charge and spin)?
Answer: C26H76N10O12

---

Question: Look up the relative energy (zero: lowest compared OMol25 entry of this formula, charge and spin) of the first one.
Answer: 2.1 kcal per mole